# 1
Molecular formula: C6H16
Method: DFT, the ωB97M-V functional and the def2-TZVPD basis

Properties
net charge: 0
2S+1: 1
E_HOMO: -10.940 eV
SMILES: CC(C)C.CC
energy relative to the best compared isomer or geometry (same formula, charge and spin): 0.688 eV
energy: -238.1712 Eh

CARTESIAN COORDINATES (ANGSTROEM)
C1 0.345 -1.808 -0.287
C2 -0.489 -1.172 -1.468
C3 -0.013 -1.023 1.010
C4 0.006 -3.280 -0.211
H1 1.393 -1.588 -0.487
H2 -0.117 -1.661 -2.370
H3 -0.394 -0.097 -1.463
H4 0.817 -0.483 1.454
H5 -0.861 -0.368 0.817
H6 -0.353 -1.733 1.773
H7 0.448 -3.812 -1.053
H8 0.460 -3.684 0.701
H9 -1.068 -3.421 -0.134
H10 -1.489 -1.595 -1.366
C5 0.460 2.673 0.875
C6 -0.081 3.818 -0.070
H11 1.372 2.983 1.370
H12 -0.338 2.370 1.548
H13 0.608 1.820 0.212
H14 -0.843 4.335 0.505
H15 0.764 4.368 -0.462
H16 -0.626 3.357 -0.895

Atom charges from the natural (NBO) analysis, given in e for atoms 1 to 2: atom 1 (C): -0.2100, atom 2 (C): -0.6054

=====

# 2
Molecular formula: C6H16
Method: DFT, the ωB97M-V functional and the def2-TZVPD basis

Properties
net charge: 0
2S+1: 1
E_HOMO: -10.557 eV
SMILES: CC(C)C.CC
energy relative to the best compared isomer or geometry (same formula, charge and spin): 1.996 eV
energy: -238.1232 Eh

CARTESIAN COORDINATES (ANGSTROEM)
C1 3.146 0.504 1.371
C2 2.437 1.595 0.370
H1 3.925 0.989 1.903
H2 2.480 0.198 2.163
H3 3.605 -0.375 0.820
H4 2.018 1.032 -0.532
H5 1.558 2.102 0.706
H6 3.182 2.292 0.037
C3 -1.706 -0.124 -0.411
C4 -0.512 -0.161 0.480
C5 -1.348 -0.487 -1.933
C6 -2.850 -1.341 -0.013
H7 -2.204 0.881 -0.527
H8 0.024 -1.097 0.383
H9 -0.408 -0.069 -2.300
H10 -1.257 -1.553 -1.894
H11 -2.103 0.030 -2.398
H12 -3.244 -1.472 0.975
H13 -3.687 -1.045 -0.664
H14 -2.397 -2.291 -0.503
H15 -0.709 -0.284 1.570
H16 0.049 0.676 0.397

Atom charges from the natural (NBO) analysis, given in e for atoms 1 to 2: atom 1 (C): -0.6124, atom 2 (C): -0.6141

=====

# 3
Molecular formula: C6H16
Method: DFT, the ωB97M-V functional and the def2-TZVPD basis

Properties
net charge: 0
2S+1: 1
E_HOMO: -11.057 eV
SMILES: CCC.CCC
energy relative to the best compared isomer or geometry (same formula, charge and spin): 0.647 eV
energy: -238.1728 Eh

CARTESIAN COORDINATES (ANGSTROEM)
C1 -0.162 -0.079 -2.649
C2 -1.134 1.096 -2.853
C3 1.185 0.402 -2.131
H1 -0.140 -0.664 -3.579
H2 -0.727 -0.825 -2.077
H3 -1.420 1.609 -1.926
H4 -0.541 1.885 -3.336
H5 1.578 1.010 -2.943
H6 -2.057 0.874 -3.380
H7 1.818 -0.470 -1.978
H8 1.049 0.949 -1.203
C4 0.032 -0.362 1.937
C5 -0.012 -1.826 2.433
C6 0.180 0.559 3.145
H9 0.735 -0.120 1.146
H10 -0.975 -0.138 1.573
H11 -0.960 -1.932 2.955
H12 0.839 -2.066 3.068
H13 -0.636 0.494 3.853
H14 1.190 0.557 3.565
H15 -0.016 -2.549 1.614
H16 0.176 1.596 2.765

Atom charges from the natural (NBO) analysis, given in e for atoms 1 to 2: atom 1 (C): -0.4007, atom 2 (C): -0.6076

=====

# 4
Molecular formula: C6H16AlBrCl5F7N3O5P
Method: DFT, the ωB97M-V functional and the def2-TZVPD basis

Properties
net charge: 0
2S+1: 1
E_HOMO: -7.274 eV
energy: -6936.2286 Eh

CARTESIAN COORDINATES (ANGSTROEM)
C1 2.616 -2.401 0.805
C2 1.901 -1.316 1.586
N1 0.712 -0.812 0.910
C3 -0.207 -1.722 0.444
O1 -0.544 -1.864 -0.717
O2 -0.869 -2.488 1.451
C4 -2.176 -2.367 1.291
H1 2.389 -2.390 -0.276
H2 3.717 -2.257 0.904
H3 2.262 -3.379 1.321
H4 2.539 -0.474 1.827
H5 1.602 -1.746 2.535
H6 0.970 -0.215 0.131
H7 -2.416 -3.231 0.254
H8 -2.459 -1.389 0.922
H9 -2.686 -2.667 2.208
Al1 3.801 -4.061 -0.309
F1 0.982 -3.976 1.746
F2 -0.228 2.101 -0.239
P1 1.206 2.888 -0.082
F3 2.703 2.945 0.708
F4 1.046 3.164 -1.688
F5 0.612 3.120 1.422
F6 1.377 4.541 -0.112
F7 1.900 1.441 -0.534
N2 -4.227 -2.274 3.525
O3 -4.269 -1.454 4.444
O4 -3.522 -3.313 3.624
O5 -4.850 -2.069 2.452
N3 5.050 4.308 0.431
H10 4.439 3.850 -0.260
H11 5.365 3.605 1.100
H12 5.851 4.743 -0.025
H13 4.496 5.013 0.922
C5 -0.779 2.118 -4.799
Cl1 0.742 1.281 -4.451
Cl2 -1.682 2.484 -3.326
H14 -0.556 3.046 -5.309
H15 -1.387 1.479 -5.427
C6 -4.301 0.071 -1.982
Cl3 -5.786 0.864 -2.503
Cl4 -4.244 -0.051 -0.226
Cl5 -4.148 -1.526 -2.726
H16 -3.461 0.665 -2.308
Br1 -3.482 -4.286 0.333

Atom charges from the natural (NBO) analysis, given in e for atoms 1 to 2: atom 1 (C): -0.8783, atom 2 (C): -0.2094

=====

# 5
Molecular formula: C6H16BBr3NOP
Method: DFT, the ωB97M-V functional and the def2-TZVPD basis

Properties
net charge: 0
2S+1: 1
E_HOMO: -7.583 eV
energy relative to the best compared isomer or geometry (same formula, charge and spin): 2.447 eV
energy: -8456.2770 Eh

CARTESIAN COORDINATES (ANGSTROEM)
C1 -1.810 -0.934 -1.638
P1 -0.308 0.170 -1.172
C2 0.804 0.282 -2.724
B1 -1.016 1.882 -0.677
C3 -1.124 2.213 0.923
C4 -1.341 0.897 1.790
O1 -2.179 1.149 2.970
C5 -0.001 0.166 2.264
N1 1.228 0.997 2.175
H1 -1.444 -2.002 -1.567
H2 -2.104 -0.617 -2.689
H3 -2.613 -0.686 -0.877
H4 0.279 0.703 -3.647
H5 1.784 0.827 -2.514
H6 1.109 -0.778 -2.984
H7 -1.417 2.726 -1.404
H8 -0.251 2.861 1.248
H9 -2.064 2.856 1.072
H10 -1.929 0.119 1.182
H11 -2.696 0.325 3.065
H12 -0.120 -0.208 3.326
H13 0.144 -0.737 1.578
H14 1.425 1.250 1.194
H15 2.023 0.438 2.503
C6 2.842 -2.774 -0.720
Br1 2.939 -3.126 1.187
Br2 1.969 -4.217 -1.675
Br3 2.007 -1.057 -1.102
H16 3.866 -2.725 -1.084

Atom charges from the natural (NBO) analysis, given in e for atoms 1 to 2: atom 1 (C): -0.8694, atom 2 (P): 0.4123

=====

# 6
Molecular formula: C6H16BF2INO4P2
Method: DFT, the ωB97M-V functional and the def2-TZVPD basis

Properties
net charge: -1
2S+1: 1
E_HOMO: -4.243 eV
energy: -1799.1282 Eh

CARTESIAN COORDINATES (ANGSTROEM)
C1 3.533 -1.820 -0.941
C2 2.710 -0.550 -0.860
F1 3.091 0.249 -1.960
C3 1.213 -0.801 -0.909
P1 -0.016 0.090 0.237
F2 1.136 -0.215 1.500
I1 1.282 2.534 -0.326
C4 -0.959 -1.563 0.657
C5 -1.772 -2.103 -0.472
O1 -1.359 -2.617 -1.477
O2 -3.131 -1.941 -0.328
B1 -1.168 0.867 -1.197
N1 -2.420 1.499 -0.849
O3 -0.714 0.895 -2.507
P2 -1.404 1.034 1.910
C6 -1.181 2.845 1.997
O4 -0.682 0.595 3.332
H1 3.641 -2.256 0.055
H2 3.058 -2.566 -1.584
H3 4.529 -1.592 -1.326
H4 2.970 0.014 0.038
H5 0.882 -0.690 -1.942
H6 1.055 -1.849 -0.646
H7 -1.610 -1.363 1.508
H8 -0.217 -2.289 0.988
H9 -3.290 -1.495 0.516
H10 -3.187 0.884 -0.606
H11 -2.730 2.106 -1.604
H12 -0.013 1.537 -2.669
H13 -1.912 3.211 2.726
H14 -0.175 3.127 2.312
H15 -1.382 3.292 1.026
H16 0.220 0.933 3.399

Atom charges from the natural (NBO) analysis, given in e for atoms 1 to 2: atom 1 (C): -0.6352, atom 2 (C): 0.1977

=====

# 7
Molecular formula: C6H16BeO10
Method: DFT, the ωB97M-V functional and the def2-TZVPD basis

Properties
net charge: -2
2S+1: 1
E_HOMO: 0.808 eV
energy relative to the best compared isomer or geometry (same formula, charge and spin): 5.937 eV
energy: -1004.9367 Eh

CARTESIAN COORDINATES (ANGSTROEM)
Be1 -0.370 0.299 -0.135
C1 1.140 3.784 -3.486
O1 0.418 4.145 -2.623
O2 0.909 4.215 -4.619
O3 1.569 2.665 -3.364
C2 -3.531 0.326 -4.038
O4 -3.420 0.853 -5.179
O5 -3.794 0.976 -3.050
O6 -2.867 -0.718 -3.884
C3 -1.501 2.977 4.366
O7 -2.155 2.004 3.629
H1 -2.196 3.812 4.275
H2 -1.626 2.714 5.417
H3 -0.561 3.204 3.865
H4 -2.963 1.917 4.141
C4 2.984 -3.997 -2.202
O8 2.389 -3.703 -0.966
H5 2.819 -5.047 -2.442
H6 2.531 -3.502 -3.061
H7 4.055 -3.794 -2.218
H8 2.825 -4.366 -0.426
C5 -4.887 -2.776 1.639
O9 -3.607 -3.003 1.094
H9 -5.271 -1.767 1.490
H10 -5.599 -3.449 1.163
H11 -4.907 -2.876 2.724
H12 -3.703 -3.267 0.176
C6 5.358 1.473 1.017
O10 4.214 1.079 1.676
H13 6.001 2.015 1.711
H14 5.953 0.724 0.496
H15 5.252 2.262 0.272
H16 4.543 0.818 2.540

Atom charges from the natural (NBO) analysis, given in e for atoms 1 to 2: atom 1 (Be): 0.0013, atom 2 (C): 0.8601

=====

# 8
Molecular formula: C6H16ClIO2PW
Method: DFT, the ωB97M-V functional and the def2-TZVPD basis

Properties
net charge: +3
2S+1: 3
E_HOMO (spin up / spin down): -18.901 / -18.888 eV
expectation value of S²: 2.017
energy: -1553.6561 Eh

CARTESIAN COORDINATES (ANGSTROEM)
C1 1.718 1.885 0.751
I1 1.159 1.958 2.673
H1 2.736 1.491 0.816
H2 1.717 2.926 0.468
H3 1.056 1.224 0.007
W1 0.492 -0.963 -0.242
P1 -0.545 -2.484 -1.419
C2 -2.234 -3.123 -1.425
C3 0.441 -3.206 -2.728
H4 0.452 -2.235 1.192
H5 1.109 -3.692 0.228
H6 -0.569 -3.700 0.662
C4 0.248 -3.021 0.333
H7 1.518 -3.078 -2.561
H8 0.152 -4.261 -2.824
H9 -2.168 -4.125 -1.896
H10 -2.792 -2.371 -2.018
H11 0.186 -2.608 -3.617
H12 -2.658 -3.142 -0.402
C5 -1.303 -0.296 0.461
O1 -2.412 0.017 0.670
Cl1 2.767 -1.164 -0.498
C6 -0.535 5.628 1.922
O2 0.768 6.066 1.469
H13 -1.163 5.453 1.048
H14 -1.102 6.449 2.377
H15 -0.499 4.757 2.584
H16 1.461 5.613 1.971

Atom charges from the natural (NBO) analysis, given in e for atoms 1 to 2: atom 1 (C): -0.7416, atom 2 (I): 0.2539

=====

# 9
Molecular formula: C6H16F7NO8S2V
Method: DFT, the ωB97M-V functional and the def2-TZVPD basis

Properties
net charge: 0
2S+1: 4
E_HOMO (spin up / spin down): -9.325 / -9.328 eV
energy relative to the best compared isomer or geometry (same formula, charge and spin): 12.288 eV
expectation value of S²: 3.879
energy: -3333.8890 Eh

CARTESIAN COORDINATES (ANGSTROEM)
V1 0.666 0.455 -0.991
C1 -4.040 0.258 2.882
F1 -3.245 -0.050 3.927
F2 -4.355 -0.857 2.240
F3 -5.147 0.812 3.395
S1 -3.158 1.538 1.740
O1 -3.915 2.769 1.727
O2 -1.863 1.717 2.369
N1 -2.891 0.737 0.174
S2 -4.262 0.970 -0.535
O3 -5.467 0.906 0.250
O4 -4.245 2.127 -1.431
C2 -4.403 -0.625 -1.693
F4 -4.057 -1.787 -1.149
F5 -5.601 -0.615 -2.245
F6 -3.496 -0.414 -2.660
F7 0.374 1.766 -4.029
C3 5.599 -0.187 -1.184
O5 4.396 -0.314 -1.956
H1 6.447 0.239 -1.721
H2 5.462 0.429 -0.295
H3 5.959 -1.150 -0.822
H4 4.768 -0.623 -2.786
C4 0.531 -3.994 -3.610
O6 0.201 -3.239 -2.432
H5 1.031 -4.896 -3.259
H6 -0.418 -4.206 -4.104
H7 1.280 -3.562 -4.274
H8 -0.341 -3.786 -1.859
C5 0.776 -2.045 2.969
O7 1.648 -1.164 2.309
H9 0.849 -1.815 4.032
H10 -0.241 -1.999 2.578
H11 1.015 -3.108 2.994
H12 2.413 -1.012 2.868
C6 3.136 4.497 1.396
O8 2.375 3.802 0.405
H13 2.682 4.252 2.356
H14 4.176 4.174 1.437
H15 3.016 5.578 1.316
H16 2.344 4.422 -0.327

Atom charges from the natural (NBO) analysis, given in e for atoms 1 to 2: atom 1 (V): 1.6599, atom 2 (C): 0.7736